Computed, not measured: C17H32Cl2O2P2V as an isolated structure, with ωB97M-V with the def2-TZVPD basis set.

```
! wB97M-V def2-TZVPD RIJCOSX def2/J DEFGRID3
* xyz 0 4
P -0.198 -1.974 -1.858
P -0.049 1.955 -1.900
C -0.787 -0.606 -2.922
C 0.119 0.627 -3.123
H -1.811 -0.331 -2.608
H -0.887 -1.076 -3.917
H 1.177 0.369 -3.309
H -0.218 1.153 -4.033
C -1.643 2.688 -2.359
H -1.933 3.397 -1.575
H -2.402 1.904 -2.456
H -1.497 3.208 -3.313
C 1.063 3.304 -2.340
H 0.708 3.726 -3.291
H 2.102 2.965 -2.463
H 1.023 4.088 -1.569
C -1.594 -3.102 -1.703
H -1.466 -3.755 -0.832
H -1.646 -3.725 -2.605
H -2.534 -2.546 -1.601
C 1.014 -2.818 -2.923
H 1.871 -2.164 -3.139
H 0.544 -3.103 -3.871
H 1.386 -3.722 -2.420
V -0.348 -0.404 4.350
C 1.039 1.865 0.102
C -0.327 1.501 -0.285
C -1.010 0.145 0.185
C -0.179 -1.033 0.702
C 0.661 -1.883 -0.330
C 2.061 -1.462 -0.284
C 2.476 -0.157 -0.703
C 2.165 0.990 0.350
C -1.450 -2.079 4.696
H 1.173 2.912 0.407
H -1.017 2.282 0.099
H -1.721 -0.195 -0.591
H -1.642 0.467 1.039
H 0.469 -0.708 1.530
H -0.885 -1.721 1.197
H 0.646 -2.937 0.027
H 2.714 -2.098 0.314
H 2.021 0.070 -1.692
H 3.574 -0.148 -0.822
H 2.114 0.546 1.363
H 3.052 1.639 0.350
H -1.348 -2.358 5.758
H -0.995 -2.841 4.035
H -2.512 -1.908 4.440
Cl -1.471 0.572 6.923
C -0.289 1.159 5.738
Cl 1.777 -0.799 3.864
C -1.017 2.015 4.667
O -1.205 3.197 4.784
O -1.353 1.180 3.663
H 0.487 1.730 6.256
*
```

Results
HOMO level (alpha / beta) (Ha): -0.207 / -0.207
HOMO-LUMO gap (alpha / beta) (eV): 4.9 / 4.9
Relative energy (zero: lowest compared OMol25 entry of this formula, charge and spin) (kJ/mol): 315.1
⟨S²⟩: 3.7856

These are the natural (NBO) partial charges, in e, on atoms 1 to 6: 1.630, 1.708, -0.731, -0.768, 0.263, 0.261